{"formula": "C26H28AsF3N4O4ReS2", "method": "ωB97M-V with the def2-TZVPD basis set", "molar_mass_g_mol": 842.8, "multiplicity": 2, "gap_ev": [6.478, 6.372], "lumo_ev": [-1.49, -1.35], "total_energy_ha": -4937.6584, "charge": 0, "symbols": ["Re", "As", "S", "S", "F", "F", "F", "O", "O", "O", "O", "N", "N", "N", "N", "C", "C", "C", "C", "C", "C", "C", "C", "C", "C", "C", "C", "C", "C", "C", "C", "C", "C", "C", "C", "C", "C", "C", "C", "C", "C", "H", "H", "H", "H", "H", "H", "H", "H", "H", "H", "H", "H", "H", "H", "H", "H", "H", "H", "H", "H", "H", "H", "H", "H", "H", "H", "H", "H"], "positions_angstrom": [[-0.75947, -0.04496, -0.04366], [-1.10242, 2.09075, -1.56228], [2.63394, 2.41254, -1.59021], [-2.28033, -2.41881, -3.83450], [-0.26335, -7.97725, 5.23068], [-1.11152, -6.76287, 6.80997], [-2.40338, -7.71829, 5.35904], [-1.97707, 0.98492, 1.09314], [3.26387, -0.57386, -0.01457], [-2.33409, 2.41285, 2.79291], [1.08906, -0.45827, -0.55536], [2.74515, 0.08333, -2.94806], [4.69401, 0.99186, -2.57110], [0.45937, 0.94719, 1.34408], [-1.54416, -1.09881, -1.51362], [-0.10568, 1.71291, 2.27285], [0.65880, 2.36901, 3.21370], [-0.89258, -3.51059, 4.29134], [-3.83573, 1.26500, -2.18724], [-1.21320, -6.05834, 3.24065], [2.04063, 2.19623, 3.17434], [1.77149, 0.76224, 1.29976], [-1.22722, -7.07486, 5.50822], [-1.84831, -1.67373, -2.50464], [-0.97720, -4.60038, 5.14255], [-0.97147, -3.68098, 2.90895], [-1.03762, 3.15505, -4.28834], [-1.13483, -4.97118, 2.39296], [5.02526, -0.20394, -3.33078], [3.69842, -0.97893, -3.26076], [-0.88973, -2.55568, 2.02597], [-1.37547, 4.98638, -0.97406], [-0.61897, 1.95962, -3.44282], [2.15292, -0.16047, 0.18432], [-1.13450, -5.87223, 4.61613], [3.37395, 1.14041, -2.38790], [2.61035, 1.37752, 2.20746], [-3.02841, 2.43028, -1.62572], [-0.82777, -1.61748, 1.25572], [-0.39253, 3.82148, -0.97035], [-1.59808, 1.75666, 2.11162], [-1.77453, 5.17729, -1.97058], [-4.88659, 1.54399, -2.27420], [-0.87164, 5.89560, -0.64221], [3.67547, 1.21115, 2.13584], [5.29832, 0.04574, -4.35882], [-3.18997, 3.33251, -2.21556], [-2.21684, 4.81351, -0.30297], [-0.76772, -2.51414, 4.69270], [-1.33835, -7.05494, 2.83721], [-1.06475, 1.03183, -3.80943], [-2.11945, 3.29567, -4.28808], [-0.72676, 3.01384, -5.32441], [-3.78029, 0.39066, -1.54066], [3.71179, -1.72074, -2.46005], [0.16940, 2.99228, 3.94869], [1.82966, -0.14936, -2.59050], [3.45198, -1.46198, -4.20361], [0.46295, 4.02320, -1.61329], [2.66859, 2.69763, 3.89779], [-3.33570, 2.65062, -0.60242], [5.33550, 1.72147, -2.32062], [-0.91859, -4.46110, 6.21278], [-3.49028, 0.96563, -3.17893], [5.84486, -0.75185, -2.86989], [-1.20025, -5.10429, 1.32188], [0.01037, 3.66189, 0.03225], [0.46446, 1.83398, -3.45307], [-0.57376, 4.07563, -3.93023]], "forces_ev_per_a": [[0.024, -0.022, 0.150], [-0.048, -0.091, -0.015], [0.064, 0.113, -0.046], [0.011, -0.010, -0.049], [-0.029, 0.017, 0.012], [-0.003, -0.016, -0.030], [0.033, 0.010, 0.008], [0.036, 0.132, -0.081], [-0.069, -0.055, 0.044], [-0.003, -0.009, -0.028], [-0.005, 0.067, -0.065], [-0.050, 0.003, -0.055], [-0.031, 0.003, 0.022], [0.028, -0.071, 0.012], [-0.012, 0.015, 0.002], [-0.025, 0.011, -0.044], [0.039, 0.006, 0.008], [-0.003, -0.004, 0.014], [0.018, 0.009, -0.004], [0.006, 0.000, -0.006], [-0.029, -0.030, -0.027], [-0.030, -0.041, -0.023], [-0.002, -0.002, 0.004], [-0.049, 0.006, 0.074], [0.003, 0.011, -0.004], [0.000, 0.035, -0.022], [0.005, -0.014, -0.001], [-0.006, -0.008, -0.003], [-0.024, -0.029, 0.027], [0.024, -0.022, -0.023], [0.022, -0.024, 0.057], [0.012, -0.008, 0.011], [-0.004, -0.003, -0.018], [0.083, -0.005, 0.003], [-0.003, -0.013, 0.007], [0.029, 0.033, 0.016], [-0.017, 0.029, 0.047], [-0.002, 0.014, -0.043], [-0.029, -0.050, -0.043], [-0.014, 0.016, 0.029], [-0.038, -0.052, 0.082], [0.001, 0.006, -0.003], [0.002, 0.003, -0.004], [-0.001, 0.000, 0.001], [0.002, 0.003, 0.006], [-0.020, 0.007, -0.011], [-0.001, 0.008, 0.005], [-0.007, 0.002, -0.002], [0.000, -0.001, 0.002], [0.001, -0.001, 0.000], [-0.003, 0.003, 0.001], [-0.003, -0.002, 0.002], [0.003, 0.006, -0.001], [0.007, -0.017, 0.010], [0.009, 0.020, 0.012], [0.009, 0.004, 0.004], [0.066, 0.009, 0.013], [0.013, -0.021, 0.003], [-0.007, 0.000, -0.005], [0.000, 0.003, 0.002], [0.010, 0.000, 0.005], [-0.006, 0.009, -0.010], [0.001, 0.002, -0.001], [0.000, -0.004, 0.001], [0.004, -0.005, -0.013], [0.000, -0.001, 0.000], [0.015, 0.004, -0.005], [-0.004, 0.005, -0.011], [-0.004, 0.003, 0.002]], "lowdin_charge": [1.394, 1.172, 0.666, 0.636, 0.135, 0.132, 0.137, -0.232, 0.114, 0.134, -0.239, 0.029, 0.025, -0.004, -0.154, -0.165, 0.040, -0.018, -0.161, -0.009, -0.011, -0.179, -0.583, -0.928, -0.007, -0.248, -0.148, -0.013, -0.130, -0.129, -0.093, -0.159, -0.408, -0.565, -0.129, -0.871, 0.041, -0.410, -0.140, -0.423, -0.519, 0.061, 0.075, 0.074, 0.133, 0.115, 0.057, 0.067, 0.116, 0.125, 0.057, 0.064, 0.074, 0.051, 0.115, 0.131, 0.106, 0.116, 0.009, 0.116, 0.065, 0.134, 0.118, 0.061, 0.117, 0.120, 0.050, 0.024, 0.065]}